## A
C4H13NO3 | the ωB97M-V functional and the def2-TZVPD basis

```
21
Properties=species:S:1:pos:R:3
N -1.15094 0.74934 0.31213
C -0.48565 0.13993 -0.84255
C 0.19185 1.30504 -1.52326
O -0.81282 2.22457 -1.98944
C 0.60233 -0.81799 -0.35607
C -0.00896 -1.92264 0.52446
O 0.77745 -3.12344 0.58270
H -1.85574 1.41105 0.02120
H -1.65943 0.10642 0.91240
H -1.17355 -0.43541 -1.45874
H 0.80005 0.97584 -2.37883
H 0.93067 1.81170 -0.89754
H -0.49415 2.54717 -2.84083
H 1.32427 -0.35025 0.32605
H 1.14603 -1.24235 -1.20323
H -1.02486 -2.16997 0.21928
H -0.07984 -1.53771 1.53985
H 1.67183 -2.78800 0.71548
O 0.81145 0.95685 2.67201
H 0.50082 1.50307 3.40722
H -0.01080 0.65679 2.25771
```

Calculated values
Orbital gap = 10.535 eV
LUMO energy = 0.0287 Ha
SMILES string = N[C@@H](CO)CCO.O
Highest occupied orbital energy = -9.75 eV

For reference, the Mulliken charges in units of e are:
1. N -0.668
2. C 0.482
3. C -0.809
4. O -0.525
5. C -0.926
6. C -0.489
7. O -0.552
8. H 0.196
9. H 0.284
10. H 0.241
11. H 0.397
12. H 0.338
13. H 0.310
14. H 0.494
15. H 0.370
16. H 0.355
17. H 0.240
18. H 0.304
19. O -0.619
20. H 0.298
21. H 0.280

## B
C4H13NO3 | the ωB97M-V functional and the def2-TZVPD basis

```
21
Properties=species:S:1:pos:R:3
C -0.38945 -1.44149 0.42493
C 0.05662 -0.55907 -0.75333
O 0.94040 -1.31672 -1.55876
C 0.90440 0.67432 -0.17522
N 2.13286 0.96220 -0.93061
C 0.02780 1.89790 -0.23820
O 0.68919 3.02093 0.40740
H 0.01645 -1.28981 1.43148
H -0.15279 -2.47463 0.20333
H -1.45942 -1.40621 0.62178
H -0.69628 -0.03679 -1.35485
H 0.50863 -1.76289 -2.29263
H 1.28987 0.39855 0.80674
H 1.98577 0.61793 -1.88692
H 2.83082 0.26372 -0.67233
H -0.13437 2.33144 -1.22905
H -0.92099 1.85430 0.29550
H 1.58770 3.15026 0.04349
O -2.86114 -1.86627 2.10457
H -3.44774 -1.21391 1.69075
H -2.90830 -1.80376 3.06195
```

Calculated values
Orbital gap = 9.961 eV
LUMO energy = 0.0224 Ha
SMILES string = C[C@H](O)[C@@H](N)CO.O
Highest occupied orbital energy = -9.35 eV

For reference, the Mulliken charges in units of e are:
1. C -1.228
2. C 0.287
3. O -0.572
4. C 0.158
5. N -0.809
6. C -0.761
7. O -0.575
8. H 0.308
9. H 0.411
10. H 0.196
11. H 0.438
12. H 0.319
13. H 0.348
14. H 0.248
15. H 0.296
16. H 0.338
17. H 0.307
18. H 0.315
19. O -0.645
20. H 0.317
21. H 0.305

Which of them is most stable, and which least? Most stable: A; least stable: B.

## A
C4H13NO3 | the ωB97M-V functional and the def2-TZVPD basis

```
21
Properties=species:S:1:pos:R:3
C -2.20911 -1.66383 0.47238
C -1.12858 -0.67718 0.03983
O -1.80294 0.56675 -0.08355
C 0.07174 -0.63958 0.95538
N 1.11718 0.26684 0.49010
C 1.09600 1.63914 0.84521
O 0.50447 2.41729 -0.25094
H -3.10600 -1.38628 -0.04797
H -2.21599 -1.69933 1.56043
H -1.90604 -2.69267 0.25387
H -0.74559 -0.89010 -0.96839
H -1.25873 1.35660 -0.01199
H 0.53640 -1.57665 1.16630
H -0.20449 -0.23696 1.93503
H 1.49473 0.11665 -0.42820
H 0.55522 1.86738 1.75810
H 2.14070 1.95200 0.82429
H 1.01694 3.20968 -0.40157
O 2.04995 -0.56722 -2.35797
H 2.02731 -1.45661 -2.70666
H 1.96684 0.09410 -3.04369
```

Calculated values
Orbital gap = 9.161 eV
LUMO energy = 0.0222 Ha
SMILES string = C[C@@H](O)CNCO.O
Highest occupied orbital energy = -8.56 eV

For reference, the Mulliken charges in units of e are:
1. C -1.289
2. C 0.902
3. O -0.552
4. C -1.217
5. N -0.116
6. C -0.511
7. O -0.601
8. H 0.360
9. H 0.324
10. H 0.327
11. H 0.169
12. H 0.285
13. H 0.343
14. H 0.370
15. H 0.205
16. H 0.302
17. H 0.438
18. H 0.304
19. O -0.632
20. H 0.292
21. H 0.299

## B
C4H13NO3 | the ωB97M-V functional and the def2-TZVPD basis

```
21
Properties=species:S:1:pos:R:3
C -2.23265 -0.05120 -1.09884
C -1.80853 1.24066 -0.95702
C -1.05759 1.55100 0.22786
C -1.12454 0.67733 1.32299
N -0.52844 1.12301 2.49690
H -2.96583 -0.56437 -1.80230
H -1.98354 -0.80844 -0.24502
H -2.19459 1.86397 -1.62762
H -0.52191 2.47963 0.18512
H -1.96951 -0.10203 1.34115
H -0.60324 0.44586 3.33128
H 0.33187 1.53672 2.54888
O 2.40955 -1.18970 -1.82908
H 1.44657 -1.19873 -1.86861
H 2.80108 -1.96771 -1.50055
O 2.35348 -0.23765 0.70150
H 2.45123 0.42027 -0.07068
H 2.94437 -0.99474 0.42717
O 0.37648 -1.90778 -0.64970
H -0.37860 -1.38073 -1.11049
H 0.56495 -1.41654 0.16165
```

Calculated values
Orbital gap = 8.288 eV
LUMO energy = 0.0210 Ha
SMILES string = C=C/C=C/N.O.O.O
Highest occupied orbital energy = -7.72 eV

For reference, the Mulliken charges in units of e are:
1. C -1.033
2. C -0.069
3. C -0.268
4. C -0.177
5. N -0.545
6. H 0.265
7. H 0.117
8. H 0.547
9. H 0.366
10. H 0.345
11. H 0.244
12. H 0.242
13. O -0.691
14. H 0.384
15. H 0.296
16. O -0.671
17. H 0.361
18. H 0.305
19. O -0.760
20. H 0.360
21. H 0.383

Which of them is most stable, and which least? Most stable: A; least stable: B.

## A
C3H6OSe | the ωB97M-V functional and the def2-TZVPD basis

```
11
Properties=species:S:1:pos:R:3
C 0.13446 0.50432 0.96151
C 0.88230 -0.68361 0.36355
C -0.57346 0.59422 -1.24463
O -0.40643 1.32313 -0.15275
Se 0.96430 -0.59403 -1.53214
H -0.75132 0.07982 1.41752
H 0.67564 1.16147 1.66987
H 1.98737 -0.65383 0.66549
H 0.26069 -1.62002 0.68542
H -2.02959 -1.13444 -0.79925
H -1.14397 1.02296 -2.03460
```

Calculated values
Orbital gap (spin up / spin down) = 8.695 / 7.219 eV
LUMO energy (spin up / spin down) = 0.0051 / -0.0080 Ha
Highest occupied orbital energy (spin up / spin down) = -8.56 / -7.44 eV

For reference, the Mulliken charges in units of e are:
1. C -0.318
2. C -0.600
3. C -0.381
4. O -0.318
5. Se 0.048
6. H 0.272
7. H 0.295
8. H 0.350
9. H 0.301
10. H -0.034
11. H 0.384

## B
C3H6OSe | the ωB97M-V functional and the def2-TZVPD basis

```
11
Properties=species:S:1:pos:R:3
C -0.36858 0.53569 -1.76005
Se -1.13604 0.98506 0.06962
C -0.39619 -0.51939 1.19889
C 1.21278 -0.23501 1.33978
O 1.99765 -0.83783 0.70402
H -0.55503 -0.47085 -2.21437
H -1.08489 1.19575 -2.27742
H 0.63729 0.79863 -1.89175
H -0.73777 -1.46935 0.63986
H -1.03339 -0.50467 2.19292
H 1.46416 0.52198 1.99850
```

Calculated values
Orbital gap = 9.390 eV
LUMO energy = 0.0257 Ha
SMILES string = C[Se]CC=O
Highest occupied orbital energy = -8.69 eV

For reference, the Mulliken charges in units of e are:
1. C -0.889
2. Se 0.041
3. C -0.679
4. C 0.055
5. O -0.413
6. H 0.304
7. H 0.264
8. H 0.320
9. H 0.291
10. H 0.297
11. H 0.408

Which of them is most stable, and which least? Most stable: B; least stable: A.

## A
C5H3NO | the ωB97M-V functional and the def2-TZVPD basis

```
10
Properties=species:S:1:pos:R:3
N 1.68133 1.33398 -0.02639
C 1.39559 0.26343 0.24888
C 0.87531 -0.91301 0.83367
C 1.02202 -2.03039 0.17236
O 1.31060 -2.94508 -0.44683
H 0.46095 -0.80165 1.93264
C -1.56512 1.18309 -1.26305
C -1.83614 1.33281 -0.10776
H -1.10686 1.34745 -2.21895
H -2.23767 1.22934 0.87541
```

Calculated values
Orbital gap = 9.962 eV
LUMO energy = 0.0029 Ha
SMILES string = N#CC=C=O.C#C
Highest occupied orbital energy = -9.88 eV

For reference, the Mulliken charges in units of e are:
1. N -0.371
2. C 0.165
3. C -0.539
4. C 0.720
5. O -0.274
6. H 0.293
7. C -0.298
8. C -0.433
9. H 0.360
10. H 0.377

## B
C5H3NO | the ωB97M-V functional and the def2-TZVPD basis

```
10
Properties=species:S:1:pos:R:3
N -0.79231 -2.10020 2.17567
C -0.35481 -1.38715 1.35749
C -0.04163 -0.20204 0.45222
C 0.91417 -1.11308 0.26385
O 1.04113 0.62142 -1.71620
C 0.02024 1.18638 -1.35020
C -0.68985 0.83066 -0.12483
H 1.91854 -1.13543 0.67931
H -0.41344 2.00169 -1.95450
H -1.60202 1.29776 0.21719
```

Calculated values
Orbital gap (spin up / spin down) = 7.562 / 7.563 eV
LUMO energy (spin up / spin down) = -0.0583 / -0.0582 Ha
Highest occupied orbital energy (spin up / spin down) = -9.15 / -9.15 eV

For reference, the Mulliken charges in units of e are:
1. N -0.353
2. C 0.229
3. C 0.726
4. C -0.369
5. O -0.521
6. C 0.094
7. C -0.738
8. H 0.209
9. H 0.339
10. H 0.383

Which of them is most stable, and which least? Most stable: A; least stable: B.

## A
C5H3NO | the ωB97M-V functional and the def2-TZVPD basis

```
10
Properties=species:S:1:pos:R:3
C 0.35352 -0.14271 2.39897
C 0.00101 0.28951 1.34571
N -0.32507 0.40485 0.06686
C 0.45246 -0.94825 -0.70351
C 0.84789 -1.69322 -1.52724
C -0.93483 1.33908 -0.74002
O -1.34126 2.42105 -0.38522
H 0.71231 -0.24799 3.35635
H 1.47357 -2.45750 -2.06894
H -1.23959 1.03518 -1.74295
```

Calculated values
Orbital gap = 9.488 eV
LUMO energy = -0.0051 Ha
SMILES string = C#CN(C#C)C=O
Highest occupied orbital energy = -9.63 eV

For reference, the Mulliken charges in units of e are:
1. C -0.352
2. C -0.045
3. N 0.056
4. C -0.411
5. C -0.070
6. C 0.165
7. O -0.480
8. H 0.448
9. H 0.360
10. H 0.331

## B
C5H3NO | the ωB97M-V functional and the def2-TZVPD basis

```
10
Properties=species:S:1:pos:R:3
N 3.02451 -0.68445 -0.13559
C 1.92473 -0.33296 -0.05243
C 0.56943 0.06037 0.02385
C 0.09240 1.33746 0.21523
O -1.19946 1.44840 0.20643
C -1.73652 -0.39595 0.05232
C -0.50075 -0.86340 -0.04919
H 0.79646 2.17191 0.40229
H -2.59450 -0.80758 -0.51868
H -0.37630 -1.93379 -0.14422
```

Calculated values
Orbital gap = 8.927 eV
LUMO energy = -0.0132 Ha
Highest occupied orbital energy = -9.29 eV

For reference, the Mulliken charges in units of e are:
1. N -0.469
2. C 0.073
3. C 0.146
4. C 0.128
5. O -0.482
6. C -0.364
7. C -0.155
8. H 0.375
9. H 0.326
10. H 0.422

Which of them is most stable, and which least? Most stable: B; least stable: A.

## A
C5H3NO | the ωB97M-V functional and the def2-TZVPD basis

```
10
Properties=species:S:1:pos:R:3
N 2.46975 1.26894 -0.06098
C 1.44750 0.70912 0.05911
C 0.20628 0.15060 0.08952
C -0.83381 0.90740 -0.75390
O -0.75938 1.89295 -1.47221
C -0.34423 -0.80697 1.24156
C 0.14955 -1.34068 0.15974
H -1.58068 0.16904 -0.82100
H -1.07689 -0.81406 2.05766
H 0.32191 -2.13633 -0.49950
```

Calculated values
Orbital gap = 9.917 eV
LUMO energy = -0.0139 Ha
SMILES string = N#CC1(C=O)C=C1
Highest occupied orbital energy = -10.30 eV

For reference, the Mulliken charges in units of e are:
1. N -0.425
2. C 0.209
3. C 0.381
4. C -0.005
5. O -0.467
6. C -0.336
7. C -0.396
8. H 0.333
9. H 0.313
10. H 0.392

## B
C5H3NO | the ωB97M-V functional and the def2-TZVPD basis

```
10
Properties=species:S:1:pos:R:3
C -0.28280 0.92290 1.92521
C 0.29024 0.25540 1.10450
C 0.54106 -0.31954 -0.20363
C 0.40972 -1.77165 -0.36347
N 0.28736 -2.90875 -0.54411
C -0.29748 0.48549 -1.05920
O 1.35313 0.23067 -1.16435
H -0.75548 1.51278 2.67274
H -1.22763 0.04287 -1.46281
H -0.31813 1.54982 -0.90486
```

Calculated values
Orbital gap = 10.613 eV
LUMO energy = 0.0103 Ha
SMILES string = C#C[C@@]1(C#N)CO1
Highest occupied orbital energy = -10.33 eV

For reference, the Mulliken charges in units of e are:
1. C -0.157
2. C -0.687
3. C 1.315
4. C 0.007
5. N -0.389
6. C -0.702
7. O -0.456
8. H 0.403
9. H 0.286
10. H 0.381

## C
C5H3NO | the ωB97M-V functional and the def2-TZVPD basis

```
10
Properties=species:S:1:pos:R:3
C 2.61527 -0.04736 0.32881
C 1.44457 0.25932 0.24761
C 0.02428 0.38647 0.09347
C -0.73906 -1.11316 -0.34066
N -1.98020 -0.90852 -0.45901
O -2.38244 0.32101 -0.24514
C -0.97079 1.25125 0.15219
H 3.65338 -0.27761 0.41002
H -0.29877 -2.13758 -0.50601
H -1.36625 2.26619 0.31872
```

Calculated values
Orbital gap = 10.548 eV
LUMO energy = 0.0208 Ha
SMILES string = C#Cc1cnoc1
Highest occupied orbital energy = -9.98 eV

For reference, the Mulliken charges in units of e are:
1. C 0.112
2. C -0.340
3. C -0.041
4. C -0.104
5. N -0.245
6. O -0.240
7. C -0.283
8. H 0.393
9. H 0.369
10. H 0.379

Which of them is most stable, and which least? Most stable: A; least stable: C.